No. 1
47
Properties=species:S:1:pos:R:3:nbo_charge:R:1 method="wB97M-V/def2-TZVPD" total_charge=+2
C -0.347 2.294 3.562 -0.613
C 0.947 2.901 3.078 -0.618
H -1.257 2.809 3.229 0.210
H -0.312 2.289 4.660 0.228
H -0.504 1.252 3.253 0.172
H 1.340 2.481 2.142 0.185
H 0.749 3.967 2.911 0.219
H 1.742 2.861 3.840 0.221
C -1.502 -2.748 0.284 0.102
C -1.936 -4.069 0.304 -0.200
C -1.391 -4.998 -0.598 -0.076
C -0.415 -4.610 -1.500 -0.174
H -1.838 -1.935 0.936 0.241
H -2.686 -4.354 1.037 0.274
H -1.724 -6.036 -0.583 0.271
H 0.073 -5.292 -2.196 0.254
N -0.555 -2.381 -0.603 -0.546
C -0.013 -3.271 -1.495 0.180
C 1.086 -2.748 -2.269 0.199
N 1.382 -1.418 -2.039 -0.561
C 2.519 -0.874 -2.557 0.091
C 3.061 -2.990 -3.604 -0.068
C 3.388 -1.654 -3.322 -0.205
H 2.667 0.194 -2.319 0.245
H 4.309 -1.204 -3.686 0.276
C 1.900 -3.546 -3.083 -0.179
H 1.599 -4.570 -3.249 0.253
H 3.696 -3.595 -4.240 0.270
Ti 0.448 -0.668 -0.391 1.952
C 1.856 -1.246 0.920 -1.060
H 2.772 -1.625 0.435 0.273
H 1.418 -2.032 1.563 0.271
H 2.055 -0.331 1.492 0.286
O -1.490 0.319 -1.154 -0.625
C -1.111 1.287 -0.436 0.821
O 0.065 1.163 0.160 -0.681
C -1.721 2.621 -0.197 -0.210
C -2.858 2.773 0.594 -0.120
C -3.063 3.987 1.244 -0.220
C -2.163 5.041 1.072 -0.156
C -1.132 4.926 0.130 -0.193
C -0.920 3.712 -0.502 -0.165
H -3.533 1.920 0.772 0.224
H -3.873 4.127 1.964 0.244
H -2.238 5.962 1.665 0.244
H -0.437 5.749 -0.051 0.242
H -0.057 3.559 -1.175 0.220

No. 2
89
Properties=species:S:1:pos:R:3:mulliken_charge:R:1 method="wB97M-V/def2-TZVPD" total_charge=-1
C -7.230 10.146 -18.780 -1.034
C -6.579 10.841 -19.957 3.330
C -6.874 9.907 -21.134 -1.941
C -6.468 10.428 -22.521 -0.535
C -7.208 11.753 -22.723 -1.765
C -6.816 12.742 -21.597 1.769
N -7.149 12.152 -20.276 1.659
O -7.124 12.986 -19.141 -0.024
C -7.880 13.852 -21.777 -1.316
C -5.427 13.369 -21.800 -1.214
C -5.039 10.855 -19.787 -2.041
H -6.745 10.466 -17.850 -0.754
H -7.134 9.064 -18.892 0.738
H -8.288 10.374 -18.640 0.146
H -7.950 9.707 -21.208 -0.001
H -6.405 8.918 -21.116 0.445
H -6.800 9.682 -23.249 0.646
H -5.401 10.604 -22.694 0.068
H -8.263 11.509 -22.556 0.253
H -7.203 12.103 -23.758 0.619
H -8.861 13.462 -21.518 0.173
H -7.868 14.258 -22.796 0.208
H -7.679 14.708 -21.134 -0.226
H -5.396 14.115 -22.596 0.504
H -4.621 12.647 -21.934 0.029
H -5.162 13.869 -20.861 0.185
H -4.397 11.059 -20.644 -0.325
H -4.751 9.887 -19.365 0.693
H -4.835 11.681 -19.098 0.130
O -10.241 16.089 -20.997 -0.695
H -10.836 15.316 -21.102 0.413
H -9.602 15.824 -20.323 0.330
O -1.171 10.956 -19.530 -0.639
H -1.947 11.164 -18.998 0.374
H -1.527 10.658 -20.386 0.350
O -10.410 11.444 -24.265 -0.619
H -9.873 10.707 -24.574 0.295
H -9.908 12.230 -24.506 0.281
O -8.167 12.678 -16.923 -0.806
H -8.123 13.626 -16.753 0.361
H -7.640 12.556 -17.750 0.006
O -5.829 5.684 -20.971 -0.714
H -5.136 6.370 -20.903 0.385
H -6.459 6.038 -21.619 0.340
O -11.715 13.706 -20.676 -0.779
H -11.041 13.158 -20.205 0.449
H -12.209 14.134 -19.969 0.288
O -4.176 7.849 -21.259 -0.724
H -4.710 8.656 -21.300 0.259
H -3.661 7.851 -22.074 0.192
O -4.389 16.767 -19.936 -0.537
H -3.588 16.774 -20.467 0.267
H -5.116 16.852 -20.583 0.365
O -7.274 15.790 -18.898 -0.790
H -6.734 16.114 -19.624 0.270
H -7.353 14.825 -19.079 0.244
O -1.662 7.936 -19.899 -0.653
H -1.785 8.322 -19.026 0.345
H -2.480 8.143 -20.377 0.342
O -9.051 14.024 -25.777 -0.674
H -9.978 14.191 -25.982 0.321
H -8.957 14.278 -24.849 0.344
O -1.954 10.497 -22.183 -0.561
H -1.065 10.557 -22.553 0.242
H -2.457 10.002 -22.836 0.260
O -5.935 11.513 -15.492 -0.632
H -6.485 10.789 -15.804 0.317
H -6.027 12.187 -16.173 0.334
O -4.440 14.471 -18.071 -0.806
H -4.797 13.717 -18.556 0.224
H -5.107 15.162 -18.185 0.350
O -5.106 8.440 -16.228 -0.603
H -5.304 8.587 -15.296 0.310
H -5.903 8.719 -16.692 0.307
O -10.414 8.869 -22.305 -0.571
H -11.152 9.483 -22.227 0.303
H -10.252 8.562 -21.398 0.294
O -9.883 12.266 -19.226 -0.900
H -9.404 12.465 -18.413 0.489
H -9.150 12.030 -19.812 0.270
O -7.654 6.833 -22.913 -0.695
H -8.072 7.527 -22.386 0.349
H -8.067 6.906 -23.779 0.310
O -10.111 8.128 -19.537 -0.676
H -9.171 7.955 -19.397 0.290
H -10.528 7.905 -18.699 0.300
O -6.374 17.101 -21.786 -0.668
H -6.615 16.325 -22.309 0.254
H -6.879 17.825 -22.169 0.295

No. 3
Entry from the Open Molecules 2025 dataset: a 2-piece molecular cluster, C4H6OS2 overall in a non-equilibrium geometry (ωB97M-V/def2-TZVPD).

```
13
Properties=species:S:1:pos:R:3:nbo_charge:R:1
C 0.401 1.509 0.600 0.181
C -0.733 0.326 0.491 -0.473
C -0.515 -1.712 -1.165 -0.702
C 0.690 0.299 -0.362 -0.436
H 0.787 0.990 2.648 0.484
H 0.084 2.487 -0.020 0.211
H -1.528 0.716 -0.074 0.209
H 0.144 -2.519 -0.831 0.247
H -1.316 -1.717 -1.808 0.237
H 1.338 -0.311 0.146 0.198
O 1.267 1.794 1.679 -0.674
S -1.086 -1.410 0.599 0.233
S 0.468 -0.452 -1.902 0.285
```

No. 4
Entry from the Open Molecules 2025 dataset: a 4-piece molecular cluster, C14H32Cl6N2O4 overall in a non-equilibrium geometry (ωB97M-V/def2-TZVPD).

```
58
Properties=species:S:1:pos:R:3:nbo_charge:R:1
C 7.090 5.769 -0.035 -0.254
O 7.996 4.717 -0.418 -0.565
C 7.707 3.402 0.145 -0.065
C 8.667 2.433 -0.469 -0.248
N 8.201 1.910 -1.775 -0.609
C 9.215 0.893 -2.250 -0.240
C 9.259 0.586 -3.751 -0.064
O 9.542 1.741 -4.427 -0.550
C 9.122 1.764 -5.776 -0.253
H 6.067 5.662 -0.397 0.169
H 7.434 6.699 -0.488 0.193
H 7.208 5.900 1.041 0.173
H 6.661 3.094 0.136 0.183
H 7.973 3.488 1.198 0.165
H 8.613 1.573 0.199 0.191
H 9.634 2.936 -0.462 0.194
H 8.381 2.677 -2.408 0.353
H 8.958 -0.055 -1.778 0.188
H 10.215 1.085 -1.862 0.174
H 8.284 0.190 -4.034 0.164
H 10.056 -0.113 -4.002 0.175
H 8.047 1.591 -5.830 0.159
H 9.524 0.969 -6.404 0.171
H 9.417 2.695 -6.259 0.202
C 7.665 5.141 -11.685 -0.237
O 6.733 5.494 -10.703 -0.564
C 6.500 6.932 -10.483 -0.065
C 5.635 7.174 -9.214 -0.224
N 4.237 6.762 -9.445 -0.642
C 3.344 6.809 -8.333 -0.238
C 1.874 6.692 -8.770 -0.074
O 1.483 5.511 -9.395 -0.535
C 1.422 4.328 -8.563 -0.256
H 8.179 4.199 -11.493 0.185
H 8.346 5.990 -11.739 0.167
H 7.077 4.975 -12.588 0.170
H 6.084 7.503 -11.313 0.179
H 7.433 7.441 -10.241 0.164
H 5.636 8.247 -9.025 0.189
H 6.134 6.685 -8.378 0.176
H 4.150 5.851 -9.874 0.367
H 3.576 7.746 -7.827 0.198
H 3.507 5.924 -7.718 0.155
H 1.655 7.511 -9.455 0.190
H 1.210 7.035 -7.977 0.159
H 0.740 4.604 -7.758 0.172
H 2.337 4.038 -8.048 0.165
H 1.104 3.552 -9.260 0.201
Cl 5.173 4.545 -6.055 -0.009
C 6.576 4.494 -4.915 -0.252
Cl 6.137 4.773 -3.225 0.041
Cl 7.860 5.628 -5.493 -0.012
H 6.939 3.468 -4.974 0.228
Cl 9.141 7.309 -2.754 0.025
C 10.440 6.401 -3.496 -0.312
Cl 10.435 4.719 -3.179 0.055
Cl 12.026 7.045 -3.066 0.006
H 10.341 6.543 -4.572 0.223
```

Short version: gap between HOMO and LUMO = 5.71, 6.28, 8.16, 8.77 eV, in the order given.
Short version: calculated total energy = -51272.653, -54763.817, -27957.005, -101337.528 eV, in the order given.